A cluster of 8 separate species, C39H65BF10N15O13PS2 in total in a non-equilibrium geometry. Source: OMol25; level of theory: wB97M-V/def2-TZVPD.

Each line ends with the Mulliken charge.
Positions of all 146 atoms, in Å:
C  -2.03  4.92  -4.18  -0.9651
C  -3.57  4.91  -3.99  -0.5450
C  -4.20  3.49  -4.20  -0.3037
C  -4.83  2.93  -2.90  -0.9567
C  -3.80  2.80  -1.74  -0.0134
C  -2.59  1.90  -2.07  -0.5714
C  -1.72  1.61  -0.81  -0.4165
C  -1.19  2.89  -0.14  -0.5922
C  -0.70  2.68  1.30  0.6099
C  -1.86  2.47  2.32  -0.5712
C  -1.57  3.02  3.74  -0.8780
C  -1.02  1.93  4.73  -1.2331
C  0.02  1.09  4.00  0.1076
C  -0.41  -0.13  3.45  -0.5573
C  0.48  -0.92  2.77  0.4416
C  1.83  -0.56  2.56  0.4659
C  2.28  0.65  3.12  -0.0032
P  4.01  1.23  2.98  0.4396
O  4.02  2.52  2.19  -0.7078
C  1.37  1.45  3.85  0.6839
B  1.87  2.82  4.52  0.4145
O  1.35  4.06  4.12  -0.5744
N  2.92  2.80  5.55  0.1289
C  3.91  3.87  5.30  -0.8502
C  2.36  2.91  6.90  -1.0825
C  2.70  -1.50  1.75  -0.7727
O  3.87  -1.72  1.99  -0.5998
C  1.95  -2.19  0.61  0.0029
C  2.56  -2.47  -0.61  -1.1395
C  1.88  -3.08  -1.64  -0.3755
C  2.72  -3.35  -2.92  0.5787
F  2.30  -2.60  -3.95  -0.2734
F  4.00  -2.91  -2.69  -0.3951
C  2.88  -4.87  -3.30  0.6057
F  2.49  -5.59  -2.21  -0.2473
F  2.11  -5.25  -4.32  -0.2882
C  4.33  -5.35  -3.62  0.5884
F  4.19  -6.66  -3.97  -0.2881
F  5.12  -5.38  -2.53  -0.3087
C  5.03  -4.66  -4.85  0.6407
F  5.64  -5.59  -5.59  -0.2449
F  6.01  -3.84  -4.43  -0.2560
F  4.19  -3.94  -5.59  -0.2308
C  0.50  -3.42  -1.50  0.5847
S  -0.43  -4.19  -2.83  1.3853
O  -0.15  -3.59  -4.08  -0.6016
O  -0.23  -5.59  -2.75  -0.5363
F  -1.98  -3.97  -2.61  -0.2002
C  -0.09  -3.14  -0.26  1.3397
S  -1.81  -3.58  0.10  -0.1879
C  0.63  -2.55  0.79  0.3419
C  0.07  -2.26  2.19  -0.8364
O  -0.62  -3.02  2.84  -0.6372
H  -1.49  5.06  -3.22  0.0208
H  -1.65  3.98  -4.61  0.3243
H  -1.73  5.74  -4.84  0.3319
H  -4.08  5.62  -4.66  0.5169
H  -3.79  5.25  -2.97  0.3584
H  -3.46  2.80  -4.65  0.4740
H  -5.01  3.62  -4.94  -0.2308
H  -5.40  2.00  -3.06  0.4819
H  -5.57  3.68  -2.58  0.3104
H  -4.31  2.36  -0.87  0.3299
H  -3.51  3.83  -1.47  -0.0751
H  -1.94  2.34  -2.84  0.1448
H  -2.98  0.96  -2.50  0.3321
H  -2.24  0.93  -0.11  0.2736
H  -0.86  1.03  -1.19  0.2695
H  -0.32  3.21  -0.73  0.3055
H  -1.89  3.74  -0.15  0.1505
H  -0.13  1.73  1.30  -0.4886
H  -0.01  3.47  1.65  0.0192
H  -2.23  1.43  2.32  0.0939
H  -2.71  3.06  1.92  0.6871
H  -2.53  3.39  4.14  0.4421
H  -0.91  3.90  3.69  0.3311
H  -1.87  1.27  4.95  0.4980
H  -0.66  2.36  5.68  0.2003
H  -1.44  -0.48  3.56  0.5642
H  4.90  0.29  2.42  0.0899
H  4.50  1.56  4.27  0.0857
H  1.72  4.23  3.24  0.3273
H  3.68  4.80  5.86  0.3492
H  4.91  3.50  5.58  0.1265
H  3.95  4.07  4.22  0.3860
H  1.43  2.35  7.05  0.3016
H  2.16  3.96  7.21  0.3657
H  3.11  2.53  7.62  0.2994
H  3.60  -2.18  -0.70  0.6691
H  -2.24  -2.48  0.77  0.0989
N  -8.85  3.28  -1.54  -0.4111
C  -8.73  3.13  -2.89  0.7749
N  -9.89  2.83  -3.55  -0.3992
O  -7.66  3.27  -3.47  -0.6657
H  -9.71  3.17  -1.05  0.1612
H  -8.01  3.50  -1.03  0.2113
H  -9.84  2.72  -4.54  0.1984
H  -10.77  2.72  -3.09  0.1533
N  0.90  -5.82  2.61  -0.1228
C  1.73  -5.82  3.70  0.6566
N  2.60  -6.87  3.76  -0.3680
O  1.69  -4.95  4.55  -0.6408
H  0.92  -6.52  1.89  0.1592
H  0.25  -5.06  2.53  -0.0146
H  3.22  -6.90  4.54  0.2300
H  2.65  -7.59  3.07  0.1373
N  8.56  1.09  5.97  -0.4616
C  7.40  1.63  5.48  0.7115
N  7.39  1.85  4.13  -0.3370
O  6.45  1.88  6.19  -0.6103
H  9.36  0.87  5.40  0.1406
H  8.60  0.92  6.96  0.2254
H  6.56  2.24  3.74  0.2505
H  8.17  1.64  3.53  0.1793
N  1.50  6.81  -1.81  -0.4405
C  0.56  6.37  -0.92  0.6156
N  0.24  7.26  0.07  -0.4083
O  0.04  5.27  -1.01  -0.5474
H  1.94  7.71  -1.75  0.1487
H  1.76  6.18  -2.55  0.2164
H  -0.45  6.97  0.73  0.2160
H  0.65  8.16  0.16  0.1549
N  -2.06  -7.07  1.58  -0.2401
C  -2.24  -8.23  0.86  0.5599
N  -2.35  -8.05  -0.49  -0.2910
O  -2.30  -9.32  1.39  -0.6607
H  -2.01  -6.16  1.17  0.1177
H  -1.97  -7.16  2.58  0.1745
H  -2.49  -8.87  -1.04  0.1954
H  -2.31  -7.16  -0.94  0.1555
N  4.59  -8.47  -0.24  -0.2647
C  5.87  -8.84  -0.55  0.5109
N  6.43  -8.15  -1.59  -0.3373
O  6.46  -9.73  0.04  -0.6585
H  4.09  -7.74  -0.71  0.1925
H  4.15  -8.95  0.52  0.1446
H  7.36  -8.40  -1.85  0.1694
H  5.96  -7.42  -2.09  0.2748
N  -7.72  5.27  -8.14  -0.3856
C  -8.18  4.91  -6.90  0.6166
N  -7.55  3.84  -6.33  -0.2510
O  -9.09  5.51  -6.34  -0.6546
H  -6.98  4.79  -8.61  0.1637
H  -8.16  6.05  -8.58  0.2303
H  -7.86  3.55  -5.41  0.0661
H  -6.81  3.34  -6.77  0.1737

Calculated values
structure (SMILES)	CCCCCCCCCCCCc1cc2c(c([PH2]=O)c1B(O)N(C)C)C(=O)c1cc(C(F)(F)C(F)(F)C(F)(F)C(F)(F)F)c(S(=O)(=O)F)c(S)c1C2=O.NC(N)=O.NC(N)=O.NC(N)=O.NC(N)=O.NC(N)=O.NC(N)=O.NC(N)=O
frontier orbital gap	0.256	Ha
total charge	0
HOMO	-8.8	eV
strongest force on any atom	1.911	eV/A